(1)
Density functional theory data (the ωB97M-V functional and the def2-TZVPD basis) for a 4-piece molecular cluster, C19H44N4O4 overall at a distorted geometry.

Output
LUMO energy	-5.61	eV
HOMO-LUMO gap	6.64	eV
net charge	+2
electronic energy	-34545.9937	eV
HOMO	-0.4504	Eh

Geometry as XYZ:
```
71
Properties=species:S:1:pos:R:3:forces:R:3:mulliken_charge:R:1
N -0.37537 -0.62304 -0.30646 1.8521 -0.8168 -1.8876 1.06
O -1.09274 -0.28400 0.59963 -0.5873 0.9113 3.8451 -0.63
O 0.83443 -0.99822 -0.19643 -0.6077 0.3238 1.0954 -0.70
O -0.87042 -0.59931 -1.41109 -0.4900 -0.0218 -3.0419 -0.66
C -1.81301 2.91773 0.51582 0.5068 0.0322 -0.4624 -1.06
C -2.25814 4.08763 1.34351 2.9295 -1.5829 4.9796 0.60
O -1.81588 4.31314 2.51626 -2.7178 -0.1467 -5.8740 -0.48
N -3.40655 4.85272 0.78337 -0.8415 0.3086 2.4361 -0.13
H -3.10004 5.81379 0.73342 0.0045 0.7755 0.3801 0.39
H -3.59140 4.62759 -0.18371 -0.5001 -0.7039 -0.2639 0.37
C -4.68126 4.79774 1.78573 -0.0925 1.2408 -1.1742 -0.76
H -1.20017 3.15891 -0.35272 0.1502 0.8038 -0.0855 0.41
H -2.60722 2.36387 0.01524 -0.4178 -0.1254 0.5139 0.43
H -1.14882 2.25088 1.06561 -0.4705 -0.0264 0.3083 0.15
H -5.31888 3.92616 1.63773 0.6573 -0.1540 -0.2440 0.32
H -5.24523 5.68754 1.50593 -0.1087 -0.1603 -0.2137 0.37
H -4.42879 4.96994 2.83200 0.8690 -0.4390 -0.3320 0.36
C 0.31966 -3.70791 7.38833 0.2567 0.3637 -0.8595 -1.31
C -0.21206 -3.06436 6.08718 0.7436 0.3141 -1.0728 -0.07
C 0.92729 -2.08112 5.53650 -1.7377 0.0759 0.2835 -1.03
N 0.59881 -1.25553 4.22653 0.6418 -0.3174 0.6535 0.40
C 1.84158 -0.34143 4.00016 -1.0532 -0.3579 -0.8548 -0.99
C -0.67233 -0.49622 4.37115 -1.4067 1.5946 -0.4038 -0.78
C -1.85290 -1.22670 3.62732 0.4388 1.7884 0.7089 -0.61
C -1.17610 -2.29183 2.84137 -1.0934 -2.7951 -0.2246 -0.60
C 0.30221 -2.18188 3.02925 2.0673 -0.1024 0.2483 -0.63
H 1.07311 -4.46557 7.17302 0.0864 0.0552 -0.2328 0.34
H -0.42965 -4.23301 7.98070 -0.1040 0.5409 0.0513 0.38
H 0.84130 -2.89807 7.89839 -0.2652 -0.2769 0.7608 0.34
H -1.18242 -2.57609 6.17701 0.2239 0.4851 0.5383 0.31
H -0.45026 -3.81660 5.33519 0.4233 -0.2256 -0.1270 0.30
H 1.86382 -2.63540 5.47500 -0.0479 0.0397 -0.7984 0.37
H 1.12561 -1.29090 6.26059 -0.2439 -0.0247 0.1619 0.53
H 2.64185 -0.98787 3.63991 0.1519 0.0352 0.6970 0.42
H 2.03867 0.30787 4.85318 0.1213 -0.7577 0.3555 0.38
H 1.69774 0.37087 3.18773 -0.7121 -0.3320 -0.2498 0.35
H -0.54875 0.47886 3.89993 0.3922 -0.1383 -0.3356 0.41
H -0.92603 -0.20029 5.38907 0.3431 -0.6624 0.2664 0.32
H -2.39369 -0.54333 2.97260 0.2655 0.2765 0.0940 0.19
H -2.57795 -1.55378 4.37258 0.1352 -0.4583 -0.1596 0.46
H -1.43936 -2.49020 1.80241 0.2424 1.4333 -0.3388 0.38
H -1.66918 -3.20888 3.16384 0.9094 -0.6284 0.9178 0.37
H 0.78498 -1.78345 2.13690 -0.1696 0.5276 -0.0007 0.39
H 0.92033 -3.04070 3.29086 -0.6269 -0.5835 -0.2538 0.37
C -0.82358 2.48115 -5.98682 0.4217 -1.3155 0.9405 -1.37
C 0.05699 1.44365 -5.19901 -0.6576 -0.7259 -2.4073 -0.33
C 0.59267 0.35071 -6.22858 1.8588 1.5883 2.8129 -0.55
N 1.69316 -0.51715 -5.49284 0.8697 -1.8892 -0.0180 0.26
C 1.78134 -1.85500 -6.24174 0.2372 0.2597 0.5232 -0.95
C 1.42249 -0.91324 -4.01788 -1.2374 0.6270 -0.1426 -0.63
C 2.69503 -1.37237 -3.37107 1.6166 1.4703 -1.1342 -0.63
C 3.75391 -0.37982 -4.11002 -0.0107 -0.9273 1.3845 -0.69
C 3.13685 0.14198 -5.40913 -1.3055 -0.0133 0.3506 -0.51
H -0.33255 2.96707 -6.82996 0.3464 0.1528 0.3720 0.37
H -1.07216 3.15772 -5.16917 -0.5970 0.4850 -0.7021 0.37
H -1.67786 1.96249 -6.42190 -0.3086 0.2558 0.3274 0.35
H -0.54608 0.92324 -4.45497 -0.0329 0.3513 0.1259 0.35
H 0.84310 2.03550 -4.73013 0.3262 -0.5136 0.0398 0.40
H 1.17275 0.94331 -6.93599 -0.1992 -0.5327 -0.5461 0.36
H -0.15343 -0.30912 -6.67136 0.1260 0.2381 0.1947 0.39
H 2.15481 -2.69527 -5.65644 0.6297 0.5873 0.5446 0.35
H 2.47784 -1.70322 -7.06632 -0.7752 -0.2506 -0.4384 0.29
H 0.76413 -2.21477 -6.39646 0.0668 0.4785 -0.9062 0.42
H 0.62954 -1.65967 -3.97134 -0.1228 0.1532 -0.2461 0.29
H 1.04673 -0.00146 -3.55358 0.1428 -0.2676 0.2358 0.38
H 2.95584 -2.42350 -3.49439 -0.1489 0.0902 -0.4035 0.35
H 2.69190 -1.20079 -2.29467 -0.2525 0.1938 -0.1239 0.32
H 4.73576 -0.84683 -4.18743 -0.2138 -0.3090 -0.6437 0.36
H 3.99811 0.43791 -3.43194 -0.4932 0.2367 -0.0533 0.34
H 3.72229 -0.01756 -6.31461 -0.3323 -0.4598 -0.0067 0.37
H 2.95362 1.21547 -5.36278 -0.0724 -0.0517 0.1153 0.30
```
Forces are in eV/Å.


(2)
Density functional theory data (the ωB97M-V functional and the def2-TZVPD basis) for C32H35N5PRh as an isolated structure.

Output
LUMO energy	-7.38	eV
HOMO-LUMO gap	6.69	eV
net charge	+2
electronic energy	-53487.4052	eV
HOMO	-0.5169	Eh

Geometry as XYZ:
```
74
Properties=species:S:1:pos:R:3:forces:R:3:mulliken_charge:R:1
Rh 1.05743 -0.38304 -1.02281 0.3851 0.2471 -0.2682 -1.18
C -0.56133 -1.09080 -4.90933 0.0740 -0.0804 0.0066 -0.88
C -1.30209 0.05084 -5.22209 -0.0620 0.0499 -0.0640 -0.46
C -1.22251 1.13858 -4.39318 0.0492 -0.0193 -0.0038 -0.66
C -0.43118 1.08547 -3.23595 0.2140 0.1803 -0.0388 0.48
N 0.18862 -0.06056 -2.87601 -0.4732 -0.1172 0.1579 0.37
C 0.15014 -1.10832 -3.74253 0.0989 0.0875 0.0085 -0.57
N -0.26727 2.27950 -2.57699 -0.1426 -0.1160 -0.0103 -0.50
C 0.47189 2.45778 -1.55087 0.0779 -0.0270 0.1001 -0.08
N 1.16736 1.51725 -0.79011 0.0817 -0.1200 -0.1082 0.02
C 1.84814 2.16272 0.24479 -0.0775 -0.0186 -0.0851 -0.97
N 2.55822 1.66108 1.17845 -0.0750 -0.1159 0.1553 -0.26
C 2.93374 0.34346 1.26267 0.1423 0.1989 -0.1995 0.71
C 3.79260 0.02162 2.32190 0.0227 0.0002 -0.0312 -0.74
C 4.42320 -1.19459 2.34794 0.0665 0.0109 0.0987 -0.43
C 4.21224 -2.08760 1.29697 -0.0184 -0.0698 -0.1234 -0.67
C 3.30212 -1.75452 0.33224 0.0746 0.1215 -0.1227 -0.62
N 2.62249 -0.57769 0.32286 -0.3424 -0.2171 0.4038 0.31
C 1.57184 3.59878 0.12401 0.0036 0.0504 0.0558 0.83
C 2.01320 4.66358 0.88751 -0.0223 -0.0277 -0.0545 -0.39
C 1.56963 5.92692 0.51380 -0.0190 0.0367 -0.0150 -0.66
C 0.72385 6.10683 -0.58168 0.0206 0.0175 0.0247 -0.70
C 0.28915 5.03019 -1.34640 0.0358 -0.0317 0.0390 -0.28
C 0.73112 3.77774 -0.96363 -0.0531 0.0530 -0.0215 0.67
H -0.53840 -1.94706 -5.56752 0.0116 -0.0120 0.0156 0.48
H -1.89897 0.08858 -6.12340 -0.0019 0.0009 0.0004 0.47
H -1.71769 2.07323 -4.61126 -0.0015 0.0009 0.0026 0.56
H 0.75068 -1.96504 -3.47668 -0.0474 -0.0517 -0.0114 0.62
H 3.97372 0.78462 3.06430 -0.0096 0.0064 -0.0014 0.56
H 5.10672 -1.44211 3.14889 0.0018 0.0037 0.0024 0.47
H 4.74032 -3.02805 1.23857 -0.0110 -0.0064 -0.0176 0.48
H 3.10104 -2.42229 -0.49393 -0.0125 -0.0707 0.0560 0.45
H 2.67537 4.51748 1.72944 0.0038 -0.0071 0.0027 0.58
H 1.88716 6.79269 1.07896 0.0036 -0.0040 0.0030 0.45
H 0.40496 7.10754 -0.83967 -0.0025 -0.0018 -0.0043 0.44
H -0.36124 5.16292 -2.19945 -0.0026 -0.0078 -0.0063 0.58
C -2.72162 -1.24591 -1.70487 -0.0019 -0.0050 -0.0226 -1.30
C -2.41452 -0.62809 -0.34083 -0.0425 0.0061 0.0647 1.61
C -3.44967 -1.13926 0.68016 -0.0153 0.0085 0.0079 -1.70
C -2.54407 0.89909 -0.39438 0.0256 0.0004 -0.0267 -1.59
P -0.70864 -1.02803 0.30039 -0.1505 0.0558 0.0632 2.49
C -0.68804 -0.37423 1.97666 0.0350 -0.1140 0.0405 0.92
C -1.16129 -1.17641 3.02336 0.0624 -0.0224 0.0100 -1.09
C -1.23785 -0.67105 4.30810 0.0058 0.0322 0.0109 -0.86
C -0.85152 0.63906 4.56663 -0.0099 -0.0141 0.0170 -1.01
C -0.41762 1.45125 3.53129 -0.0064 -0.0060 -0.0223 -0.85
C -0.34595 0.94851 2.24121 -0.0644 0.0595 -0.0559 -0.41
C -0.31478 -2.85434 0.30183 0.0176 0.0136 0.0534 2.02
C 0.35812 -3.05718 -1.06811 0.0685 0.2507 -0.0519 -2.08
C 0.65809 -3.19469 1.44008 0.0284 -0.0030 -0.0285 -1.88
C -1.49077 -3.83208 0.39692 -0.0383 -0.0218 -0.0333 -1.81
H -3.67918 -0.84663 -2.04351 -0.0105 -0.0101 0.0102 0.54
H -2.83039 -2.32825 -1.65830 0.0168 0.0227 -0.0149 0.26
H -1.98616 -1.00147 -2.46336 0.0273 0.0389 -0.0414 0.12
H -4.43261 -0.87232 0.28695 -0.0028 0.0005 -0.0026 0.57
H -3.34429 -0.65658 1.64963 -0.0092 -0.0019 -0.0071 0.41
H -3.43861 -2.21907 0.81120 0.0079 0.0438 -0.0070 0.32
H -3.55556 1.13346 -0.73010 -0.0083 0.0158 0.0087 0.59
H -1.85357 1.36782 -1.09060 0.0019 -0.0262 -0.0113 0.19
H -2.41308 1.34988 0.58932 -0.0141 0.0005 -0.0055 0.41
H -1.49228 -2.19002 2.84405 -0.0283 0.0498 0.0001 0.40
H -1.60648 -1.29763 5.10880 -0.0034 -0.0005 -0.0008 0.51
H -0.91000 1.02886 5.57396 0.0054 0.0003 -0.0002 0.43
H -0.14429 2.48081 3.71839 0.0002 0.0026 0.0076 0.55
H -0.06181 1.60825 1.43793 0.0031 0.0017 -0.0062 0.55
H 1.13943 -2.29699 -1.35360 0.1137 -0.1972 0.0676 0.45
H -0.35986 -3.06352 -1.88589 -0.0406 -0.0392 0.0348 0.61
H 0.93892 -3.98183 -1.08294 -0.0613 -0.0438 -0.0182 0.57
H 1.48216 -2.49712 1.53560 -0.0114 0.0366 0.0354 0.34
H 1.06741 -4.18868 1.24854 0.0343 0.0087 -0.0129 0.57
H 0.15364 -3.22853 2.39998 0.0105 -0.0804 -0.0251 0.49
H -2.21661 -3.71712 -0.40423 0.0200 -0.0106 0.0298 0.40
H -2.00981 -3.76407 1.35157 0.0361 0.0045 -0.0014 0.29
H -1.08310 -4.84360 0.32836 0.0053 -0.0010 -0.0119 0.48
```
Forces are in eV/Å.


(3)
Density functional theory data (the ωB97M-V functional and the def2-TZVPD basis) for a 2-piece molecular cluster, C2H8NSe overall at a distorted geometry.

Output
spin multiplicity	3
⟨S²⟩	2.0086
LUMO energy (spin up / spin down)	-3.23 / -8.78	eV
HOMO-LUMO gap (spin up / spin down)	8.52 / 6.22	eV
net charge	+1
electronic energy	-69027.8745	eV
HOMO (spin up / spin down)	-0.4318 / -0.5512	Eh
energy relative to the best compared isomer or geometry (same formula, charge and spin)	20.30	kcal/mol

Geometry as XYZ:
```
12
Properties=species:S:1:pos:R:3:forces:R:3:lowdin_spin:R:1
C -0.04550 -1.36971 0.50251 5.6208 -1.0611 0.9853 0.07
C 0.73500 -0.40259 -0.32969 -3.1840 -1.1483 1.5829 0.68
N -0.53507 1.64380 -0.14953 2.6078 2.5690 -2.4230 0.31
Se 2.42071 0.06952 -0.06333 2.7625 1.6194 -2.4327 0.81
H -1.01544 -1.47083 0.20944 -2.4502 -0.7196 -0.9306 0.00
H 0.06009 -1.29003 1.59573 -0.3427 0.8253 -0.2731 0.01
H 0.67668 -2.27238 0.38925 -1.9839 0.1731 -0.0994 0.04
H 0.49007 -0.23459 -1.31400 -0.5710 0.0786 -2.0160 0.02
H 0.07882 2.53395 -0.32560 -1.7573 -2.0227 0.8975 0.00
H -1.27422 1.79778 0.48070 -0.8700 0.3966 1.2532 0.01
H -0.93284 1.44763 -1.07099 0.0323 -0.1642 0.3766 0.00
H 2.59689 -0.17264 1.26759 0.1358 -0.5461 3.0793 0.04
```
Forces are in eV/Å.